Molecular formula: C4H3ClSi
Method: DFT, ωB97M-V/def2-TZVPD

- Relative energy (zero: lowest compared OMol25 entry of this formula, charge and spin): 84.9 kJ/mol
- DFT total energy: -24593.892 eV
- Structure (SMILES): C#C[SiH](Cl)C#C
- Spin multiplicity: 1

```
9
Properties=species:S:1:pos:R:3:forces:R:3:nbo_charge:R:1
C -0.631 -2.443 -0.484 0.2 0.1 -0.3 -0.127
C 0.142 -1.553 -0.294 0.8 1.1 0.9 -0.511
Si 1.119 -0.182 0.426 0.2 -0.6 2.1 1.282
Cl 3.064 -0.267 -0.238 -0.1 -0.1 0.1 -0.358
C 0.471 1.403 -0.212 0.7 -1.9 1.4 -0.529
C 0.397 2.548 -0.523 -1.5 3.7 -2.5 -0.136
H -1.240 -3.216 -0.804 -0.9 -1.0 -0.2 0.227
H 1.220 -0.404 2.156 -0.4 0.6 -3.0 -0.108
H 0.096 3.505 -1.091 0.9 -2.0 1.6 0.260
```
Forces are in eV/Å.